The following is a quantum chemistry calculation of 5 unconnected molecules or ions with the total composition H10O5, from OMol25.

Calculated values
Net charge: 0
LUMO level: -0.074 eV
HOMO: -0.38296 Eh
Energy: -10399.4350 eV
Energy relative to the best compared isomer or geometry (same formula, charge and spin): 32.6 kcal/mol

Structure (XYZ):
```
15
Properties=species:S:1:pos:R:3:forces:R:3:nbo_charge:R:1
O 0.268201 -0.233699 -0.589971 0.0 0.0 0.0 -0.943
H 1.205342 -0.154370 -0.768036 0.3 0.0 -0.2 0.473
H 0.192634 -0.112149 0.356471 -0.2 -0.1 0.4 0.478
O 0.966810 -1.478698 -3.436465 0.0 0.2 0.0 -0.927
H 1.817935 -1.469354 -3.874337 0.2 0.0 -0.2 0.462
H 1.116580 -1.974159 -2.631281 -0.1 -0.2 0.2 0.465
O 1.106781 -0.707598 3.174555 -0.2 -0.1 -0.2 -0.932
H 1.073997 -0.365456 4.067913 0.0 0.0 0.3 0.471
H 1.603277 -0.052101 2.684598 0.2 0.1 -0.1 0.461
O -1.649966 0.485902 -2.597485 -0.3 0.2 -0.4 -0.952
H -0.928866 0.463661 -1.968398 0.3 -0.2 0.3 0.486
H -2.411060 0.750622 -2.080876 -0.2 0.0 0.1 0.457
O -1.807273 1.533826 2.409660 -0.2 0.0 -0.1 -0.929
H -1.056678 1.906542 1.947147 0.1 0.2 -0.2 0.462
H -1.497715 1.407030 3.306504 0.0 -0.1 0.2 0.467
```
Positions in Å, forces in eV/Å.